A cluster of 2 separate species, C38H40F3N3O3S in total at a distorted geometry, computed with the ωB97M-V functional and the def2-TZVPD basis.

XYZ file:
```
88
Properties=species:S:1:pos:R:3:lowdin_charge:R:1
H -5.7353 -0.5973 -0.5797 0.12
C 2.8970 -3.8654 0.7964 -0.05
H 7.3892 -1.1586 -1.4320 0.11
F 5.5915 -4.5699 0.3960 0.11
C -4.3820 -3.4533 0.5174 -0.08
H -6.7431 -4.4840 2.7375 0.10
H -6.1824 -2.5350 1.2493 0.09
N 1.9433 2.4370 -0.6096 0.05
H 1.5386 0.4247 -0.6640 0.16
H 2.8343 6.2349 0.5587 0.09
O -2.5261 -4.0961 -1.7360 -0.36
H 9.1027 0.3434 -0.3978 0.10
H 2.8013 6.3773 -1.2215 0.10
C 3.3729 2.1496 -0.7385 -0.15
C -4.9511 -5.5816 2.2242 -0.08
F 5.1757 -3.2969 -1.3320 0.08
C 2.4130 -4.9144 -1.3378 -0.03
H -4.8031 3.5275 0.1451 0.13
H 4.3295 5.9743 -0.3758 0.10
C -0.2798 1.5581 -0.3528 -0.06
C -3.6220 -0.1306 -0.4448 0.01
H 3.6999 1.8855 1.3756 0.13
H -8.5533 1.8647 -1.0601 0.09
H -2.4100 3.0318 0.1395 0.10
C 4.7941 -4.4673 -0.7055 -0.53
C 1.0793 1.4071 -0.5453 0.03
H -7.0702 2.0494 -2.0636 0.09
H -3.2787 -1.1384 -0.6770 0.10
H -7.3814 3.2201 1.4287 0.08
H -1.0911 -2.5412 0.4912 0.03
C -7.5516 2.3093 -1.1129 -0.07
H 0.8699 5.1977 1.1194 0.09
C -5.8214 -4.4868 2.1584 -0.09
C 1.5534 -3.5573 0.9433 -0.05
H 3.5749 1.6249 -1.6919 0.18
C -3.7685 -5.5848 1.4799 -0.05
H 0.3479 -4.9639 -1.9350 0.11
C 3.9821 3.5471 -0.7972 -0.37
H 3.2909 0.4102 0.4959 0.11
C -4.4577 2.5018 -0.0037 0.00
C 3.3316 -4.4504 -0.3908 -0.17
C 8.0475 0.4917 -0.1734 -0.08
C 7.6695 1.5000 0.7245 -0.07
C 0.5755 -3.9115 -0.0423 -0.30
C -0.7779 -3.5111 0.1151 -0.25
H 3.6148 -3.6148 1.5755 0.11
H -8.3161 1.7104 1.3693 0.09
F 5.1469 -5.4743 -1.5492 0.11
C -5.4168 1.4831 -0.1523 -0.24
H 5.9949 2.4973 1.6701 0.11
C 1.0656 4.1224 1.0201 0.01
H -5.1751 -6.4444 2.8545 0.10
C -1.2282 0.5424 -0.2443 0.08
C 3.8918 1.3241 0.4441 -0.08
N 2.9832 4.4254 -0.4766 -0.04
S -2.0284 -4.5647 -0.4526 0.63
H 1.2765 4.4710 -2.4182 0.11
H -0.1877 3.9032 -1.5715 0.08
H -0.8878 -0.4963 -0.2189 0.12
C -3.4724 -4.5022 0.6391 -0.25
C 0.7385 4.4714 -1.4589 0.02
H 1.7901 3.7925 1.7788 0.10
C -5.5294 -3.4096 1.3126 -0.09
H -3.0817 -6.4254 1.5537 0.11
H 1.2093 -3.0292 1.8360 0.10
N -6.7752 1.7817 -0.0075 -0.25
H 0.1248 3.5851 1.1655 0.08
C 6.3160 1.7194 0.9742 -0.05
O -1.6294 -5.9454 -0.2739 -0.35
C -2.6318 0.8651 -0.2175 -0.18
H 2.7584 -5.4420 -2.2225 0.12
C -3.1047 2.2025 -0.0121 0.00
H -6.6706 1.7087 2.0846 0.10
C 5.3518 0.9678 0.2954 -0.23
H -4.1838 -2.6628 -0.2001 0.06
C 7.0900 -0.3284 -0.7831 -0.06
H -0.6160 2.5887 -0.3125 0.05
H 4.9774 -0.7155 -1.0165 0.11
C 1.0635 -4.6611 -1.1689 -0.03
C -4.9730 0.1652 -0.4262 0.03
C -7.3064 2.1298 1.2965 -0.07
H -7.6590 3.4040 -1.0394 0.08
O 5.1347 3.8587 -1.0872 0.09
C 3.2468 5.8384 -0.3753 -0.01
C 5.7353 -0.0869 -0.5434 -0.03
H 0.4791 5.5003 -1.1729 0.10
H 8.4224 2.1106 1.2318 0.11
C 1.6426 3.8615 -0.3746 -0.46
```

Summary:
gap between HOMO and LUMO = 2.78 eV
strongest force on any atom = 2.17 eV/A
relative energy (zero: lowest compared OMol25 entry of this formula, charge and spin) = 39.3 kcal per mole